Entry 1:
106
Properties=species:S:1:pos:R:3:forces:R:3 method="wB97M-V/def2-TZVPD" charge=+1 largest_force_ha_per_bohr=0.1226 homo_lumo_gap_ev=5.55 multiplicity=1 total_energy_ev=-109753.589
Cd -0.40910 19.48453 -17.39951 -0.01 2.52 0.53
N -0.12593 17.55480 -17.52395 -0.91 -6.23 -0.28
S 1.27951 16.77481 -17.47300 4.60 1.08 0.83
O 1.87200 16.81837 -18.76390 -0.05 -0.29 0.29
O 1.42443 15.64347 -16.60372 -1.05 0.85 -0.96
F 2.05396 17.93175 -16.65998 -0.35 -0.22 -0.25
S -1.04728 16.12324 -17.86864 -4.22 -0.85 -0.78
O -1.60204 15.53485 -16.69336 1.00 0.83 -0.42
O -0.59844 15.29476 -18.95151 0.81 1.36 1.25
F -2.30782 16.84794 -18.54300 0.76 0.48 0.53
C 3.37207 21.60435 -15.57878 0.21 0.49 -0.84
O 2.51763 21.09706 -14.53311 0.63 0.31 -0.36
C 1.38386 20.57454 -14.86840 -0.34 -0.20 1.81
O 1.02141 20.32349 -16.00931 -0.38 0.44 -1.36
O 0.60981 20.29832 -13.85268 -0.71 -0.71 -0.51
C 1.04938 20.46137 -12.49537 1.46 0.54 0.48
H 4.35813 21.80366 -15.17505 -0.11 -0.29 0.34
H 2.97825 22.55130 -15.94906 -0.19 -0.03 0.17
H 3.44268 20.92892 -16.42812 -0.01 -0.29 0.24
H 1.04031 21.52584 -12.26881 -0.31 -0.08 0.22
H 2.08879 20.14320 -12.39586 -0.05 -0.06 -0.18
H 0.48367 19.85564 -11.79585 -0.66 0.05 -0.49
C 3.18392 15.55209 -21.11817 0.65 0.32 1.13
O 2.28891 16.38806 -21.83979 -0.41 0.36 -0.04
C 2.81651 17.40793 -22.53014 1.48 -1.05 -0.80
O 3.98688 17.70793 -22.53980 -0.59 0.39 0.23
O 1.86895 17.87832 -23.32156 -1.37 0.02 0.34
C 2.08307 18.90268 -24.28220 1.26 -0.20 -0.30
H 2.63300 15.15257 -20.26960 -0.24 -0.38 -0.48
H 3.98071 16.12191 -20.63472 0.02 0.24 -0.37
H 3.65498 14.79453 -21.73845 -0.30 -0.06 -0.20
H 1.24134 19.58637 -24.25937 0.06 0.05 0.13
H 2.17469 18.44649 -25.26895 -0.31 -0.09 0.03
H 3.05271 19.37266 -24.11188 -0.23 0.32 0.24
C -3.79857 21.33015 -19.68227 -1.00 0.91 -0.67
O -3.00234 20.65035 -20.67812 0.47 -0.32 1.42
C -2.04232 19.87136 -20.24323 0.29 -0.49 -1.29
O -1.68862 19.70490 -19.06811 -0.46 0.69 0.17
O -1.50379 19.25263 -21.25618 -0.82 -0.09 0.88
C -0.53520 18.21318 -21.05427 1.50 -0.51 -1.61
H -4.81387 21.23604 -20.06554 0.00 -0.08 0.21
H -3.56555 22.39406 -19.71521 0.26 -0.10 0.05
H -3.75880 20.97031 -18.65999 0.40 -0.44 -0.19
H -0.62073 17.58318 -21.94118 -0.03 0.20 -0.04
H -0.56374 17.48680 -20.24897 -0.72 0.73 0.58
H 0.43907 18.69931 -21.13375 0.03 -0.20 0.32
C -0.56135 17.16232 -13.75287 -0.78 0.67 0.65
O -0.93046 16.15557 -12.80931 0.50 -0.89 -0.78
C -1.21957 16.59524 -11.58902 -0.82 -0.08 -0.18
O -1.28430 17.75263 -11.27596 0.35 0.53 0.41
O -1.53334 15.55110 -10.84131 0.34 -0.56 -0.56
C -1.87521 15.77048 -9.48733 0.41 0.41 0.78
H -0.50569 16.80949 -14.77792 0.12 -0.83 0.32
H 0.37527 17.60413 -13.42420 0.05 0.23 -0.19
H -1.38404 17.87886 -13.72231 0.35 0.49 -0.09
H -1.95481 14.79603 -9.01276 -0.30 -0.05 -0.27
H -2.79155 16.35402 -9.40527 0.03 -0.10 0.04
H -1.05689 16.27984 -8.97016 -0.17 0.20 -0.13
C -3.72844 14.66530 -20.49238 -0.31 -1.12 1.41
O -2.65676 15.00025 -21.35524 -0.61 1.44 0.40
C -2.21577 14.11405 -22.22067 0.23 -0.09 -0.59
O -2.71074 13.06175 -22.49160 -0.14 -0.48 0.20
O -1.11478 14.64097 -22.77823 0.12 0.25 0.04
C -0.25289 13.71691 -23.41108 0.51 -1.31 -0.41
H -4.01504 15.49287 -19.84867 0.43 0.52 -0.47
H -3.35531 13.90896 -19.80029 -0.11 -0.16 -0.02
H -4.66108 14.27136 -20.89373 0.35 0.05 -0.89
H -0.77597 12.93326 -23.96145 -0.35 0.27 0.03
H 0.34845 13.18155 -22.67202 0.01 0.23 0.16
H 0.42213 14.19952 -24.11190 -0.20 0.53 0.20
F 3.32330 11.14678 -14.97844 0.00 0.06 -0.41
C 2.22622 11.62177 -14.37676 -0.70 0.02 1.20
C 1.81061 12.93392 -14.56666 0.51 0.12 -1.09
C 0.78417 13.48398 -13.82895 0.03 -0.82 0.35
C 0.12337 12.66694 -12.91952 -0.19 0.47 0.58
C 0.47168 11.33215 -12.76610 0.51 0.20 -0.22
C 1.56566 10.80702 -13.45714 -0.34 0.22 -0.32
H 2.23546 13.55076 -15.35135 0.43 -0.18 0.14
H 0.55790 14.53152 -13.94943 -0.23 -0.04 0.01
H -0.59188 13.10766 -12.23445 -0.27 -0.08 -0.25
H -0.06775 10.71456 -12.06193 0.04 -0.04 0.04
H 1.86050 9.78081 -13.28888 0.18 0.01 -0.13
C -0.93288 12.20824 -17.47489 0.46 -0.15 0.63
C -1.19568 11.17055 -16.60244 -1.39 -0.85 0.34
C -2.10421 10.15470 -16.95292 0.72 0.34 0.22
C -2.76701 10.22023 -18.15462 0.64 0.09 -0.69
C -2.45315 11.25190 -19.05137 -0.88 -0.39 0.31
C -1.57533 12.26892 -18.70471 0.51 -0.62 -0.36
H -0.13020 12.87383 -17.17664 -0.26 0.43 -0.23
H -0.87290 11.10118 -15.56995 0.81 0.35 -0.22
H -2.15013 9.28627 -16.30767 -0.45 0.09 0.09
H -3.40425 9.41967 -18.50674 -0.12 0.01 0.18
H -2.96666 11.15978 -20.00129 0.28 0.58 -0.22
H -1.24081 12.99892 -19.42934 -0.24 0.09 -0.04
C 5.46717 17.37798 -17.56652 -0.19 0.74 0.50
C 6.32619 17.65399 -18.60257 0.62 -0.51 -0.72
C 7.46834 18.43314 -18.42687 -0.44 -0.30 0.37
C 7.73613 18.92861 -17.15582 0.30 0.35 -0.97
C 6.85122 18.72680 -16.11542 -0.06 0.07 -0.04
C 5.70331 17.96647 -16.32146 -0.16 0.03 0.12
H 4.57737 16.80821 -17.80044 -0.02 -0.14 0.35
H 6.12491 17.15333 -19.54372 0.10 0.34 -0.18
H 8.12633 18.64917 -19.25630 0.05 -0.08 0.00
H 8.62268 19.54088 -17.04377 -0.02 -0.03 0.28
H 7.09181 19.22747 -15.18577 -0.31 -0.27 0.23
H 4.98032 17.86425 -15.52064 0.05 -0.18 0.05



Entry 2:
21
Properties=species:S:1:pos:R:3:forces:R:3 method="wB97M-V/def2-TZVPD" largest_force_ha_per_bohr=0.0351 homo_lumo_gap_ev=8.60 multiplicity=1 total_energy_ev=-12433.926 smiles=NCN.O.O.O.O
N -0.03158 1.89157 -0.01152 -0.54 -1.24 0.56
C -0.15117 1.38652 -1.36325 -0.63 0.02 -0.59
N 1.16930 1.20920 -1.99428 -1.12 0.57 -0.70
H 0.14901 1.06158 0.58233 -0.17 1.19 -0.21
H 0.68374 2.58824 0.11720 0.25 0.05 -0.25
H -0.88770 0.49387 -1.25185 1.47 0.94 -0.45
H -0.66495 2.11037 -2.03723 0.10 -0.31 0.64
H 1.71427 0.50788 -1.52861 -0.15 -0.45 -0.27
H 1.05204 1.02501 -3.00666 0.35 -0.15 1.05
H 0.08022 -3.41849 2.17856 -0.28 0.14 -0.26
H 1.47179 -3.79091 1.82562 0.15 0.08 -0.30
O 0.72408 -3.29287 1.47080 0.24 -0.17 0.50
H -1.17053 -0.91562 2.20533 0.17 -0.01 -0.09
H 0.08866 -1.06583 1.32188 -0.11 -0.29 0.15
O -0.79608 -0.68398 1.34807 -0.08 0.07 0.05
H 1.79879 -1.95374 -0.61343 0.35 -0.08 0.10
H 2.98787 -1.22392 -1.36330 0.08 -0.33 0.36
O 2.05860 -1.46346 -1.39886 -0.25 -0.07 -0.27
H -2.44143 2.05868 0.54785 -0.14 -0.10 0.38
H -2.70541 1.25140 1.80371 -0.03 0.11 -0.16
O -3.14878 1.84291 1.18481 0.32 0.02 -0.24



Entry 3:
21
Properties=species:S:1:pos:R:3:forces:R:3 method="wB97M-V/def2-TZVPD" largest_force_ha_per_bohr=0.1525 homo_lumo_gap_ev=8.85 multiplicity=1 total_energy_ev=-9961.316
C -2.15303 0.12540 -0.25605 -0.55 -0.66 -0.36
C -1.37294 0.20995 1.16558 0.36 0.35 -3.32
C -0.08030 0.09448 1.41232 -0.22 -1.27 -1.63
C 0.81756 -0.27640 0.30182 -2.69 -0.51 -4.94
C 0.19216 -1.36843 -0.74077 0.58 -2.70 -1.10
C 0.73463 0.96900 -0.82889 1.53 -2.41 1.15
H -3.23809 -0.05261 0.21965 2.00 0.63 -2.01
H -2.07659 1.26426 -1.03646 -0.57 -3.72 2.74
H -1.74759 -0.95975 -0.98696 -2.20 4.14 2.73
H -2.04494 0.47569 1.88237 -1.62 0.54 2.24
H 0.46247 0.03244 2.31929 -0.35 0.45 1.38
H -0.44834 -2.19965 -0.06741 1.46 2.09 -2.31
H -0.54507 -0.83405 -1.86329 2.94 -2.05 3.59
H 1.13816 -1.99033 -1.27713 -2.53 1.62 1.45
H 2.53923 -1.15504 -0.18128 -0.49 1.43 3.48
H 2.58599 -0.05799 1.31177 -0.02 -0.60 -0.97
H 1.80299 0.72760 -1.41885 -3.21 0.68 0.48
H -0.32097 1.05309 -1.39116 2.99 -0.35 0.99
H 0.59750 2.67251 0.77271 1.20 -3.94 -4.44
N 2.06859 -0.78222 0.77906 1.18 -0.48 -3.12
O 1.08858 2.05204 -0.11635 0.22 6.75 3.98



Entry 4:
66
Properties=species:S:1:pos:R:3:forces:R:3 method="wB97M-V/def2-TZVPD" largest_force_ha_per_bohr=0.0258 homo_lumo_gap_ev=9.22 multiplicity=1 total_energy_ev=-44684.936 smiles="CCOc1ccc(N(C(=O)CNC(=O)c2ccco2)[C@H](C(=O)NC2CCCC2)c2cccnc2)cc1"
C -1.59665 -5.92209 -4.34179 0.11 0.38 0.22
C -1.31034 -4.89779 -3.25525 -0.11 -0.37 0.09
O -0.91062 -3.69806 -3.89279 0.03 0.11 -0.16
C -0.65156 -2.60473 -3.13890 0.08 0.26 0.08
C -0.67940 -2.56725 -1.74680 -0.11 -0.32 -0.15
C -0.40490 -1.38814 -1.07807 0.05 0.32 -0.16
C -0.09428 -0.23870 -1.78845 0.10 -0.42 -0.04
C -0.05242 -0.27117 -3.17820 0.07 -0.17 0.14
C -0.32568 -1.44364 -3.84603 -0.03 -0.18 -0.01
H -0.30495 -1.48868 -4.92286 -0.01 0.00 -0.14
H 0.18944 0.62576 -3.72868 -0.01 0.11 -0.04
N 0.12760 0.98549 -1.09541 -0.27 0.09 -0.17
C 1.30250 1.32822 -0.54626 0.35 -0.17 -0.09
O 1.43983 2.30984 0.17236 0.14 0.18 0.12
C 2.49796 0.42293 -0.85284 -0.11 -0.16 0.28
N 3.32549 0.31712 0.32512 0.17 0.14 -0.19
C 2.84579 -0.37022 1.39394 0.41 0.20 -0.28
O 1.85243 -1.07505 1.33784 -0.07 -0.06 0.04
C 3.64463 -0.23278 2.61722 -0.49 -0.72 1.01
C 3.48418 -0.83818 3.83772 -0.04 0.29 -0.91
C 4.50786 -0.33142 4.66542 0.37 0.38 -0.21
C 5.21366 0.54287 3.89391 0.00 -0.28 0.79
O 4.70389 0.61160 2.65823 -0.03 0.17 -0.50
H 6.06828 1.15499 4.10630 0.10 0.11 -0.08
H 4.69370 -0.58026 5.68978 0.10 0.00 0.21
H 2.72709 -1.55118 4.08932 -0.21 -0.15 -0.02
H 3.99679 1.04923 0.49864 -0.05 -0.07 0.04
H 2.15769 -0.57676 -1.12785 0.15 0.19 -0.07
H 3.08208 0.85322 -1.66833 -0.08 -0.04 0.03
C -1.04729 1.83041 -0.83108 -0.23 0.19 0.12
C -1.96227 1.88427 -2.01961 -0.11 0.28 -0.05
C -1.97975 3.01497 -2.82790 -0.01 -0.23 0.11
C -2.80397 3.04292 -3.94003 -0.02 -0.04 -0.05
C -3.58494 1.92802 -4.20078 0.07 0.38 -0.17
N -3.58742 0.85180 -3.43427 -0.31 -0.44 -0.14
C -2.80219 0.82851 -2.37363 0.04 0.04 0.24
H -2.85682 -0.06597 -1.77230 0.09 -0.01 0.08
H -4.24247 1.89262 -5.05974 -0.03 0.09 -0.09
H -2.83738 3.90707 -4.58575 -0.03 0.05 -0.07
H -1.35164 3.86324 -2.58964 0.05 0.06 0.04
H -0.65232 2.83530 -0.63176 -0.12 -0.24 -0.05
C -1.73804 1.33122 0.46437 0.34 0.39 -0.26
O -2.80364 0.75378 0.48248 -0.37 -0.23 -0.06
N -1.00837 1.62165 1.54979 0.29 0.07 0.36
H -0.10987 2.07507 1.43474 -0.06 0.02 -0.25
C -1.36237 1.20273 2.88962 -0.30 -0.21 0.02
H -2.30496 0.65905 2.79504 0.14 0.08 0.04
C -1.47927 2.42655 3.82378 -0.08 0.02 0.10
C -0.29317 2.34480 4.79634 0.09 0.08 0.00
H -0.62274 1.94097 5.75469 0.02 0.01 0.06
C 0.68161 1.36708 4.14207 -0.10 -0.10 0.19
H 1.27164 1.87250 3.37508 0.12 0.04 -0.07
H 1.36884 0.91971 4.85878 0.11 0.04 -0.04
C -0.24603 0.34294 3.49627 0.05 0.02 -0.10
H -0.66575 -0.31208 4.26043 -0.03 -0.05 0.09
H 0.25121 -0.27033 2.74656 -0.09 -0.08 0.03
H 0.15608 3.31996 4.97804 -0.01 0.03 0.10
H -1.43515 3.33895 3.22896 -0.07 0.01 0.00
H -2.42931 2.42388 4.35515 -0.06 0.06 -0.01
H -0.41527 -1.36302 0.00048 0.00 0.03 0.12
H -0.91777 -3.44614 -1.17037 -0.02 -0.11 0.02
H -2.21161 -4.72023 -2.65358 0.13 0.02 -0.01
H -0.50940 -5.25811 -2.59486 -0.11 0.10 -0.02
H -2.38632 -5.55890 -4.99351 -0.09 -0.01 -0.07
H -0.70452 -6.08966 -4.93894 0.07 -0.06 -0.06
H -1.90744 -6.86073 -3.89219 -0.03 -0.11 0.03



Please write out number 2 again, unchanged.
21
Properties=species:S:1:pos:R:3:forces:R:3 method="wB97M-V/def2-TZVPD" largest_force_ha_per_bohr=0.0351 homo_lumo_gap_ev=8.60 multiplicity=1 total_energy_ev=-12433.926 smiles=NCN.O.O.O.O
N -0.03158 1.89157 -0.01152 -0.54 -1.24 0.56
C -0.15117 1.38652 -1.36325 -0.63 0.02 -0.59
N 1.16930 1.20920 -1.99428 -1.12 0.57 -0.70
H 0.14901 1.06158 0.58233 -0.17 1.19 -0.21
H 0.68374 2.58824 0.11720 0.25 0.05 -0.25
H -0.88770 0.49387 -1.25185 1.47 0.94 -0.45
H -0.66495 2.11037 -2.03723 0.10 -0.31 0.64
H 1.71427 0.50788 -1.52861 -0.15 -0.45 -0.27
H 1.05204 1.02501 -3.00666 0.35 -0.15 1.05
H 0.08022 -3.41849 2.17856 -0.28 0.14 -0.26
H 1.47179 -3.79091 1.82562 0.15 0.08 -0.30
O 0.72408 -3.29287 1.47080 0.24 -0.17 0.50
H -1.17053 -0.91562 2.20533 0.17 -0.01 -0.09
H 0.08866 -1.06583 1.32188 -0.11 -0.29 0.15
O -0.79608 -0.68398 1.34807 -0.08 0.07 0.05
H 1.79879 -1.95374 -0.61343 0.35 -0.08 0.10
H 2.98787 -1.22392 -1.36330 0.08 -0.33 0.36
O 2.05860 -1.46346 -1.39886 -0.25 -0.07 -0.27
H -2.44143 2.05868 0.54785 -0.14 -0.10 0.38
H -2.70541 1.25140 1.80371 -0.03 0.11 -0.16
O -3.14878 1.84291 1.18481 0.32 0.02 -0.24